ORCA calculation (ωB97M-V/def2-TZVPD) on the molecule C6H10 in a non-equilibrium geometry.

Each line ends with the Löwdin charge.
Cartesian coordinates (Å):
C: 0.99581 0.95701 -0.30610  -0.231
C: -1.42910 0.47069 0.45738  -0.111
C: 1.40059 -0.28836 0.46662  -0.088
C: -0.46130 0.87653 -0.59025  -0.279
C: 0.08389 -1.50989 0.02372  -0.068
C: -1.01038 -0.59537 -0.49770  -0.249
H: -1.59550 -0.85127 -1.37581  0.123
H: -1.09421 0.33298 1.48145  0.108
H: 0.22040 -2.37746 -0.66400  0.089
H: 1.16854 -0.18774 1.53044  0.072
H: 2.50697 -0.44938 0.40549  0.092
H: -2.41352 0.90290 0.36177  0.100
H: -0.76727 1.64303 -1.30913  0.136
H: 1.58854 1.08862 -1.22764  0.114
H: 0.90277 1.91637 0.22033  0.116
H: -0.09623 -1.92867 1.02344  0.077

## Properties
Orbital gap = 10.453 eV
Maximum force = 0.0401 Eh/bohr
Electronic energy = -234.532199 Eh
E_LUMO = 1.239 eV
Spin multiplicity = 1
SMILES = C1C[C@@H]2C[C@@H]2C1
Energy above the lowest of the compared OMol25 structures with the same formula, charge and spin = 44.12 kcal per mole